[1]
Entry from the OMol25 dataset: 9 unconnected molecules or ions with the total composition C20H59NO9 at a distorted geometry (ωB97M-V/def2-TZVPD).

Structure (SMILES) = COC[C@H](C)N.CCO.CCO.CCO.CCO.CCO.CCO.CCO.CCO
HOMO level = -9.1 eV
Largest force on an atom = 4.109 eV Å⁻¹
Energy above the lowest of the compared OMol25 structures with the same formula, charge and spin = 4.059 eV
DFT total energy = -41607.9962 eV

ORCA input file:
```
! wB97M-V def2-TZVPD RIJCOSX def2/J DEFGRID3
* xyz 0 1
C -4.665 -8.968 -2.184
O -4.123 -8.243 -1.028
C -3.965 -6.831 -1.243
C -2.936 -6.432 -0.195
C -3.250 -6.668 1.269
N -2.516 -5.046 -0.285
H -4.774 -10.035 -1.987
H -4.056 -8.962 -3.088
H -5.672 -8.628 -2.425
H -3.811 -6.521 -2.277
H -4.842 -6.235 -0.990
H -2.053 -7.022 -0.442
H -4.107 -6.106 1.641
H -2.507 -6.187 1.905
H -3.211 -7.717 1.562
H -1.768 -5.025 0.394
H -2.148 -4.866 -1.208
C 2.968 1.167 0.648
C 1.587 1.323 1.160
O 1.537 2.442 2.003
H 3.624 0.772 1.423
H 3.230 2.135 0.220
H 3.016 0.432 -0.155
H 1.269 0.420 1.679
H 1.049 1.650 0.269
H 1.645 3.157 1.371
C -4.089 -0.745 4.818
C -5.536 -0.995 4.548
O -5.864 -1.975 5.382
H -3.892 -0.433 5.843
H -3.751 0.153 4.301
H -3.450 -1.613 4.661
H -5.684 -1.171 3.483
H -6.146 -0.101 4.680
H -6.493 -2.546 4.935
C 6.613 0.928 -4.862
C 7.002 -0.516 -5.154
O 5.918 -1.309 -5.628
H 6.088 1.488 -5.636
H 7.451 1.498 -4.461
H 6.044 1.032 -3.938
H 7.373 -0.872 -4.192
H 7.675 -0.466 -6.010
H 6.307 -2.109 -5.988
C -1.221 -0.515 -4.916
C -0.460 -1.722 -5.416
O -1.238 -2.864 -5.385
H -1.674 -0.948 -4.024
H -1.922 -0.162 -5.673
H -0.508 0.267 -4.657
H 0.458 -1.891 -4.852
H -0.267 -1.396 -6.438
H -0.764 -3.574 -5.824
C -4.250 4.270 0.730
C -5.212 5.199 1.437
O -5.729 4.627 2.573
H -4.434 3.200 0.827
H -3.250 4.476 1.112
H -4.095 4.458 -0.332
H -6.055 5.468 0.799
H -4.817 6.164 1.754
H -6.300 3.917 2.270
C 2.968 -7.128 3.457
C 3.582 -5.750 3.368
O 3.030 -5.031 2.246
H 3.199 -7.689 2.552
H 1.888 -7.074 3.600
H 3.404 -7.673 4.294
H 4.657 -5.833 3.205
H 3.378 -5.145 4.252
H 3.374 -5.398 1.429
C 4.369 6.891 -2.443
C 2.813 6.747 -2.629
O 2.182 6.538 -1.394
H 4.836 6.868 -3.428
H 4.951 6.249 -1.782
H 4.605 7.896 -2.094
H 2.737 5.918 -3.332
H 2.312 7.568 -3.142
H 2.083 7.354 -0.899
C 2.516 8.715 4.263
C 1.184 8.905 3.499
O 1.461 9.735 2.370
H 2.126 8.091 5.067
H 2.792 9.668 4.715
H 3.438 8.300 3.855
H 0.501 9.421 4.174
H 0.581 8.020 3.292
H 1.683 10.609 2.700
*
```

Löwdin population analysis, charges in e, atoms 1 to 5: C -0.08; O -0.19; C -0.20; C -0.47; C -0.06

***

[2]
Entry from the OMol25 dataset: 10 unconnected molecules or ions with the total composition C20H60N2O10 at a distorted geometry (ωB97M-V/def2-TZVPD).

Structure (SMILES) = NC(N)=O.CC(C)O.CC(C)O.CC(C)O.CC(C)O.CC(C)O.CO.CO.CO.CO
HOMO level = -9.0 eV
Largest force on an atom = 13.557 eV Å⁻¹
Energy above the lowest of the compared OMol25 structures with the same formula, charge and spin = 1.001 eV
DFT total energy = -45160.4843 eV

ORCA input file:
```
! wB97M-V def2-TZVPD RIJCOSX def2/J DEFGRID3
* xyz 0 1
N -24.804 -8.676 4.672
C -25.115 -9.882 5.167
N -24.191 -10.837 5.044
O -26.376 -10.142 5.703
H -25.378 -7.789 4.887
H -23.809 -8.458 4.461
H -24.418 -11.799 5.256
H -23.534 -10.757 4.287
C -22.628 -4.386 2.499
C -23.846 -4.781 3.226
C -24.117 -3.660 4.260
O -24.933 -4.803 2.624
H -21.865 -4.327 3.224
H -22.812 -3.447 1.933
H -22.279 -5.100 1.805
H -23.934 -5.797 3.641
H -24.362 -2.686 3.788
H -23.256 -3.432 4.842
H -24.930 -3.883 4.974
H -25.500 -5.306 3.212
C -22.396 -11.936 9.438
C -23.337 -11.590 8.328
C -24.668 -11.039 8.796
O -22.914 -10.695 7.504
H -21.532 -12.395 9.045
H -22.908 -12.738 10.024
H -22.138 -11.053 10.000
H -23.549 -12.603 7.928
H -25.204 -11.682 9.450
H -25.353 -10.888 8.003
H -24.658 -10.160 9.384
H -23.295 -10.829 6.607
C -20.876 -9.258 5.238
C -21.775 -7.994 5.095
C -20.977 -6.753 5.413
O -22.273 -7.968 3.957
H -20.394 -9.130 6.205
H -19.959 -9.171 4.593
H -21.248 -10.237 5.066
H -22.535 -8.110 5.826
H -20.538 -6.793 6.422
H -21.535 -5.807 5.408
H -20.118 -6.597 4.798
H -21.577 -8.012 3.324
C -25.145 -7.372 8.079
C -24.808 -5.935 7.985
C -23.599 -5.788 7.095
O -25.736 -5.222 7.545
H -25.843 -7.600 8.881
H -24.235 -7.911 8.384
H -25.450 -7.842 7.128
H -24.472 -5.690 9.010
H -22.728 -6.303 7.463
H -23.373 -4.702 6.976
H -23.791 -6.212 6.179
H -25.677 -4.324 7.830
C -22.959 -11.379 0.484
C -23.582 -10.905 1.797
C -24.907 -11.494 1.993
O -22.839 -11.043 2.765
H -22.717 -12.434 0.384
H -21.988 -10.917 0.344
H -23.678 -11.198 -0.289
H -23.606 -9.838 1.801
H -24.839 -12.580 1.948
H -25.485 -11.207 1.094
H -25.442 -11.086 2.792
H -22.067 -10.391 2.765
C -24.585 -14.092 4.584
O -23.601 -13.459 5.375
H -25.377 -14.560 5.224
H -24.104 -14.945 4.172
H -24.892 -13.426 3.851
H -22.729 -13.609 5.036
C -27.509 -6.611 4.773
O -26.124 -6.168 4.835
H -27.920 -6.725 3.742
H -28.070 -5.865 5.288
H -27.681 -7.543 5.258
H -26.005 -5.776 5.712
C -25.497 -7.794 1.687
O -26.432 -8.633 2.298
H -25.915 -6.805 1.403
H -25.035 -8.105 0.799
H -24.665 -7.662 2.354
H -26.098 -9.011 3.127
C -20.561 -13.189 2.023
O -21.760 -13.408 2.792
H -20.657 -13.377 0.969
H -19.770 -13.859 2.396
H -20.118 -12.208 2.096
H -22.310 -12.609 2.699
*
```

Löwdin population analysis, charges in e, atoms 1 to 5: N 0.16; C -0.54; N 0.16; O -0.12; H 0.10

***

[3]
Entry from the OMol25 dataset: 10 unconnected molecules or ions with the total composition C20H60O10 at a distorted geometry (ωB97M-V/def2-TZVPD).

Structure (SMILES) = CCO.CCO.CCO.CCO.CCO.CCO.CCO.CCO.CCO.CCO
HOMO level = -9.8 eV
Largest force on an atom = 1.978 eV Å⁻¹
Energy above the lowest of the compared OMol25 structures with the same formula, charge and spin = 1.131 eV
DFT total energy = -42185.6669 eV

ORCA input file:
```
! wB97M-V def2-TZVPD RIJCOSX def2/J DEFGRID3
* xyz 0 1
C 0.562 -1.324 -3.028
C 0.823 -0.058 -3.837
O 0.948 -0.493 -5.201
H 0.295 -1.135 -1.991
H 1.472 -1.925 -3.055
H -0.222 -1.918 -3.493
H 1.816 0.352 -3.625
H 0.056 0.706 -3.697
H 0.529 0.111 -5.817
C -0.711 0.309 -0.001
C 0.672 0.191 0.609
O 1.081 1.392 1.233
H -1.068 -0.622 -0.438
H -0.659 1.076 -0.781
H -1.468 0.642 0.711
H 1.379 -0.232 -0.112
H 0.611 -0.611 1.361
H 2.046 1.420 1.114
C 0.703 -3.643 1.861
C 1.189 -4.317 0.585
O 1.210 -3.411 -0.514
H 0.850 -4.301 2.720
H -0.328 -3.298 1.828
H 1.363 -2.786 2.024
H 0.535 -5.172 0.379
H 2.214 -4.672 0.690
H 0.409 -3.519 -1.051
C -0.736 -5.331 -3.081
C -1.826 -4.799 -2.200
O -1.429 -3.505 -1.693
H -0.963 -6.339 -3.429
H 0.242 -5.396 -2.597
H -0.589 -4.680 -3.945
H -2.053 -5.446 -1.348
H -2.752 -4.644 -2.762
H -2.030 -3.266 -0.981
C 4.047 1.194 2.988
C 4.775 1.621 1.730
O 3.795 1.902 0.724
H 3.388 0.353 2.758
H 3.394 1.979 3.369
H 4.751 0.855 3.746
H 5.407 0.794 1.393
H 5.386 2.511 1.891
H 4.189 2.290 -0.060
C -4.392 1.030 0.777
C -5.168 1.422 2.004
O -5.436 2.846 1.952
H -4.034 0.004 0.838
H -3.526 1.685 0.665
H -5.007 1.260 -0.097
H -4.572 1.227 2.905
H -6.133 0.916 2.109
H -5.948 2.985 2.757
C -2.677 2.794 4.617
C -1.730 2.848 3.429
O -0.831 1.751 3.449
H -3.369 3.634 4.533
H -2.096 3.006 5.521
H -3.210 1.861 4.770
H -1.162 3.782 3.428
H -2.372 2.766 2.543
H -0.295 1.763 2.645
C 5.477 -1.106 -1.530
C 4.116 -1.553 -1.033
O 4.098 -2.978 -1.108
H 6.267 -1.454 -0.866
H 5.521 -0.013 -1.561
H 5.657 -1.479 -2.536
H 3.330 -1.123 -1.666
H 3.929 -1.241 0.001
H 3.226 -3.255 -0.797
C -2.981 -0.426 -3.332
C -4.457 -0.075 -3.284
O -5.073 -0.320 -4.545
H -2.849 -1.498 -3.475
H -2.567 -0.176 -2.351
H -2.427 0.171 -4.054
H -4.552 0.996 -3.072
H -4.910 -0.655 -2.475
H -5.993 -0.049 -4.476
C 1.329 4.618 1.205
C 1.823 5.182 2.526
O 1.083 6.366 2.828
H 1.292 5.421 0.463
H 0.290 4.292 1.284
H 1.947 3.840 0.764
H 2.877 5.449 2.413
H 1.761 4.463 3.346
H 0.440 6.164 3.511
*
```

Löwdin population analysis, charges in e, atoms 1 to 5: C -0.09; C -0.29; O -0.09; H 0.04; H 0.08

***

[4]
Entry from the OMol25 dataset: 10 unconnected molecules or ions with the total composition C20H60O10 at a distorted geometry (ωB97M-V/def2-TZVPD).

HOMO level (alpha / beta) = -11.9 / -11.9 eV
Largest force on an atom = 2.851 eV Å⁻¹
Energy above the lowest of the compared OMol25 structures with the same formula, charge and spin = 0.784 eV
DFT total energy = -42175.0568 eV

ORCA input file:
```
! wB97M-V def2-TZVPD RIJCOSX def2/J DEFGRID3
* xyz 1 2
C -3.300 19.182 -22.068
C -1.943 19.538 -21.461
O -1.793 19.281 -20.114
H -3.312 19.458 -23.123
H -4.054 19.769 -21.545
H -3.507 18.117 -21.958
H -1.680 20.565 -21.713
H -1.262 18.875 -21.994
H -2.487 19.817 -19.725
C -9.485 17.769 -26.186
C -8.639 18.656 -27.164
O -9.378 19.751 -27.644
H -9.751 18.191 -25.217
H -8.899 16.886 -25.933
H -10.360 17.431 -26.742
H -8.095 18.075 -27.909
H -7.795 19.150 -26.683
H -10.156 19.394 -28.078
C -1.793 20.089 -26.382
C -1.142 18.769 -25.995
O -2.153 17.972 -25.454
H -2.460 19.913 -27.226
H -1.025 20.775 -26.738
H -2.344 20.561 -25.568
H -0.354 18.883 -25.250
H -0.729 18.267 -26.870
H -1.886 17.051 -25.398
C -2.931 20.465 -32.214
C -3.846 19.863 -33.296
O -3.170 19.880 -34.546
H -2.564 21.448 -32.509
H -2.034 19.854 -32.113
H -3.516 20.588 -31.302
H -4.757 20.434 -33.477
H -4.121 18.837 -33.052
H -3.657 19.417 -35.232
C -8.717 20.753 -31.903
C -7.814 20.590 -30.698
O -6.468 20.812 -31.057
H -8.603 21.722 -32.390
H -9.721 20.496 -31.567
H -8.393 20.077 -32.694
H -7.855 19.550 -30.373
H -8.259 21.172 -29.892
H -6.422 21.703 -31.412
C -7.102 14.702 -28.405
C -8.501 14.712 -29.003
O -9.320 13.773 -28.389
H -7.102 14.876 -27.329
H -6.478 15.467 -28.867
H -6.562 13.761 -28.504
H -8.465 14.639 -30.090
H -8.958 15.685 -28.822
H -9.263 13.932 -27.444
C -6.158 17.094 -32.093
C -6.872 17.068 -33.421
O -7.379 15.762 -33.674
H -6.912 16.807 -31.359
H -5.814 18.104 -31.872
H -5.371 16.340 -32.084
H -6.177 17.371 -34.204
H -7.694 17.784 -33.417
H -8.126 15.822 -34.274
C -7.074 23.004 -25.283
C -6.608 21.785 -26.041
O -5.304 21.415 -25.683
H -6.994 22.999 -24.196
H -8.133 23.040 -25.538
H -6.609 23.905 -25.682
H -6.685 22.055 -27.094
H -7.228 20.903 -25.878
H -5.203 20.492 -25.927
C -0.897 18.043 -29.759
C 0.119 18.038 -30.919
O 1.329 17.529 -30.479
H -1.743 18.675 -30.028
H -0.435 18.377 -28.830
H -1.317 17.061 -29.540
H 0.324 19.077 -31.179
H -0.286 17.545 -31.803
H 1.415 17.713 -29.541
C -5.197 18.992 -28.626
C -4.768 18.072 -27.493
O -4.512 18.954 -26.445
H -5.939 19.748 -28.370
H -5.674 18.384 -29.394
H -4.370 19.561 -29.051
H -3.964 17.409 -27.811
H -5.647 17.456 -27.304
H -3.708 18.698 -25.987
*
```

Löwdin population analysis, charges in e, atoms 1 to 5: C -0.09; C -0.37; O -0.04; H 0.05; H 0.07

***

[5]
Entry from the OMol25 dataset: a molecular structure, C20H61CoF4N2O19S4 at a distorted geometry (ωB97M-V/def2-TZVPD).

HOMO level (alpha / beta) = -6.8 / -6.6 eV
Largest force on an atom = 10.558 eV Å⁻¹
Energy above the lowest of the compared OMol25 structures with the same formula, charge and spin = 2.563 eV
DFT total energy = -155446.2568 eV

ORCA input file:
```
! wB97M-V def2-TZVPD RIJCOSX def2/J DEFGRID3
* xyz -1 4
Co -0.331 -1.750 -2.142
O 0.465 -3.538 -2.459
H 1.372 -3.529 -2.098
N -0.040 -0.854 -0.437
S 1.084 -1.019 0.819
O 0.736 -1.872 1.926
O 2.029 0.062 1.072
F 2.011 -1.995 -0.064
S -0.666 0.310 0.344
O -0.040 1.596 0.282
O -1.496 -0.046 1.444
F -1.864 0.635 -0.739
N -1.394 -1.132 -3.689
S -2.266 -2.122 -4.778
O -2.065 -3.533 -4.516
O -2.595 -1.700 -6.155
F -3.702 -1.949 -4.075
S -1.499 0.175 -4.501
O -2.864 0.723 -4.639
O -0.498 0.419 -5.557
F -0.869 1.175 -3.399
C -3.499 2.648 1.424
C -4.110 2.690 2.810
O -5.392 2.106 2.708
H -3.909 3.424 0.776
H -3.720 1.732 0.877
H -2.409 2.667 1.415
H -4.109 3.703 3.212
H -3.590 2.064 3.535
H -5.884 2.313 3.505
C 2.954 0.839 -3.602
C 2.150 0.114 -2.545
O 1.641 -1.092 -3.074
H 2.306 1.136 -4.426
H 3.725 0.196 -4.029
H 3.404 1.759 -3.228
H 1.332 0.761 -2.228
H 2.693 -0.098 -1.624
H 2.375 -1.649 -3.345
C 4.931 -3.875 -1.599
C 4.809 -2.468 -2.208
O 4.080 -2.499 -3.447
H 5.637 -4.565 -2.062
H 3.991 -4.427 -1.635
H 5.240 -3.759 -0.561
H 5.707 -1.881 -2.400
H 4.207 -1.956 -1.458
H 4.681 -2.137 -4.103
C -3.892 -1.067 3.697
C -2.405 -0.986 4.178
O -2.381 -0.942 5.589
H -3.896 -0.945 2.614
H -4.521 -0.325 4.190
H -4.394 -1.998 3.958
H -1.897 -0.132 3.730
H -1.807 -1.844 3.872
H -2.458 -0.020 5.843
C 4.353 -2.926 2.359
C 5.102 -4.011 3.128
O 6.419 -4.040 2.655
H 3.288 -2.951 2.594
H 4.338 -3.107 1.284
H 4.776 -1.929 2.479
H 4.715 -5.009 2.921
H 5.062 -3.886 4.210
H 6.909 -4.641 3.221
C -2.614 -3.327 1.078
C -2.950 -2.462 -0.165
O -2.167 -2.796 -1.295
H -3.330 -3.193 1.889
H -1.663 -3.101 1.559
H -2.621 -4.377 0.785
H -2.923 -1.404 0.094
H -3.983 -2.676 -0.440
H -2.124 -3.753 -1.353
C 0.176 2.827 3.739
C -0.336 3.736 4.805
O -1.712 3.915 4.652
H 0.129 3.205 2.717
H -0.277 1.836 3.770
H 1.242 2.623 3.836
H 0.193 4.672 4.626
H -0.040 3.412 5.803
H -1.836 4.484 3.889
C -4.756 0.115 -1.638
C -5.791 -0.471 -2.570
O -6.988 0.206 -2.303
H -4.542 1.180 -1.725
H -3.839 -0.362 -1.983
H -4.847 -0.246 -0.613
H -5.892 -1.547 -2.423
H -5.543 -0.401 -3.629
H -6.894 0.717 -1.496
C 4.125 2.857 -0.056
C 5.010 1.628 0.022
O 6.095 1.926 -0.782
H 3.216 2.769 0.539
H 3.797 3.066 -1.074
H 4.729 3.683 0.321
H 4.464 0.775 -0.381
H 5.306 1.501 1.063
H 6.704 1.186 -0.843
C -0.237 4.511 -2.213
C 0.442 4.905 -0.902
O -0.313 4.263 0.136
H -1.280 4.827 -2.206
H -0.184 3.437 -2.393
H 0.221 4.940 -3.105
H 0.409 5.990 -0.806
H 1.474 4.558 -0.859
H -0.106 3.327 0.083
*
```

Löwdin population analysis, charges in e, atoms 1 to 5: Co 0.70; O -0.38; H -0.06; N -0.28; S 0.57

***

> Number 4 is which compound?

C20H60O10

***

> What is the largest force on an atom in the fourth record?

2.851 eV Å⁻¹

***

> Which of these has the highest energy above the lowest of the compared OMol25 structures with the same formula, charge and spin?

C20H59NO9

***

> Which of these has the highest largest force on an atom?

C20H60N2O10